The following is a DFT calculation (wB97M-V/def2-TZVPD) of a structure of composition C36H76N4O14S2V in a non-equilibrium geometry.

Geometry as XYZ:
```
133
C36H76N4O14S2V | the OMol25 dataset | wB97M-V/def2-TZVPD
O 14.281 16.954 -6.731
V 15.121 17.193 -7.999
O 16.602 17.073 -7.705
S 14.282 19.697 -11.594
O 15.464 18.881 -11.527
O 13.349 19.195 -10.547
O 14.681 21.091 -11.395
O 13.568 19.402 -12.871
S 12.821 14.152 -11.150
O 12.944 14.849 -12.418
O 11.603 14.727 -10.636
O 12.613 12.764 -11.354
O 13.937 14.473 -10.301
C 21.809 16.261 -14.768
C 20.664 16.924 -14.014
C 21.148 17.715 -12.801
C 21.835 19.054 -13.004
C 20.803 19.929 -13.694
C 20.238 19.284 -15.076
N 19.992 17.892 -14.896
O 19.428 17.263 -16.071
C 18.945 20.132 -15.340
C 21.294 19.695 -16.190
C 19.799 15.787 -13.444
H 21.468 15.855 -15.721
H 22.281 15.456 -14.204
H 22.569 16.955 -15.128
H 20.405 17.808 -12.009
H 22.058 17.294 -12.372
H 22.640 18.992 -13.736
H 22.205 19.390 -12.035
H 21.120 20.963 -13.826
H 19.955 20.156 -13.048
H 18.674 20.156 -16.395
H 18.050 19.913 -14.758
H 19.097 21.113 -14.890
H 21.418 20.771 -16.069
H 22.227 19.139 -16.104
H 20.834 19.462 -17.150
H 18.842 16.229 -13.165
H 20.108 15.308 -12.515
H 19.462 15.084 -14.205
H 20.227 17.360 -16.594
C 21.967 11.910 -4.938
C 21.579 11.112 -6.178
C 22.539 9.905 -6.243
C 22.207 8.866 -7.288
C 20.738 8.429 -7.080
C 19.708 9.558 -7.045
N 20.178 10.709 -6.151
O 19.225 11.717 -6.016
C 19.293 9.954 -8.522
C 18.462 8.976 -6.395
C 21.693 11.991 -7.419
H 21.687 12.963 -4.962
H 23.031 11.846 -4.710
H 21.364 11.470 -4.144
H 23.613 10.080 -6.289
H 22.419 9.393 -5.289
H 22.823 7.998 -7.052
H 22.403 9.348 -8.245
H 20.599 7.903 -6.136
H 20.561 7.566 -7.721
H 18.722 10.878 -8.619
H 20.139 10.120 -9.189
H 18.696 9.200 -9.036
H 18.828 8.441 -5.519
H 17.809 9.832 -6.226
H 17.867 8.401 -7.104
H 22.750 12.089 -7.666
H 21.403 13.040 -7.350
H 21.308 11.572 -8.348
H 19.301 12.176 -6.856
C 15.030 14.367 -0.326
C 14.807 15.780 0.283
C 14.391 16.682 -0.897
C 13.774 17.971 -0.552
C 12.561 17.617 0.360
C 12.908 16.842 1.683
N 13.689 15.668 1.222
O 13.790 14.656 2.199
C 13.661 17.571 2.860
C 11.495 16.483 2.207
C 16.061 16.338 1.036
H 14.031 13.973 -0.510
H 15.518 13.611 0.289
H 15.412 14.420 -1.345
H 15.367 16.833 -1.359
H 13.679 16.214 -1.576
H 13.494 18.574 -1.415
H 14.560 18.562 -0.081
H 11.976 16.891 -0.204
H 11.857 18.449 0.348
H 14.362 18.258 2.384
H 12.910 18.232 3.293
H 14.177 16.858 3.503
H 10.992 16.024 1.356
H 11.472 15.671 2.933
H 10.910 17.260 2.698
H 16.934 15.745 0.766
H 15.849 16.273 2.103
H 16.302 17.310 0.604
H 13.195 14.001 1.827
C 18.206 23.248 -6.688
C 17.210 23.819 -5.556
C 17.910 25.046 -4.892
C 16.848 25.886 -4.231
C 15.810 26.335 -5.272
C 15.025 25.129 -5.806
N 15.988 24.138 -6.352
O 15.408 22.996 -6.782
C 14.015 24.596 -4.688
C 14.204 25.599 -7.022
C 16.936 22.802 -4.404
H 19.281 23.367 -6.557
H 18.064 23.985 -7.479
H 17.936 22.324 -7.199
H 18.695 24.884 -4.154
H 18.374 25.654 -5.668
H 17.247 26.855 -3.929
H 16.532 25.370 -3.324
H 16.430 26.906 -5.964
H 15.183 26.942 -4.619
H 14.376 24.355 -3.688
H 13.233 25.327 -4.483
H 13.491 23.675 -4.945
H 13.667 24.804 -7.539
H 13.724 26.552 -6.802
H 14.852 26.047 -7.775
H 17.907 22.385 -4.139
H 16.252 22.033 -4.764
H 16.556 23.129 -3.436
H 15.563 23.115 -7.722
```

Summary:
F_max ... 6.7 eV Å⁻¹
Charge ... -3
Relative energy (zero: lowest compared OMol25 entry of this formula, charge and spin) ... 0.0 kJ/mol
E_tot ... -4429.417088 Eh
Gap between HOMO and LUMO ... 2.08 eV
LUMO energy ... 4.04 eV
E_HOMO ... 1.95 eV